Record 1
DFT (the ωB97M-V functional and the def2-TZVPD basis) results for a cluster of 7 separate species, C5H25NO6 in total at a distorted geometry.

Output
**2S+1**: 1
**LUMO level**: -0.232 eV
**Total energy**: -19364.508 eV
**HOMO-LUMO gap**: 8.9 eV
**Net charge**: 0

Atoms and positions in Å:
1 C -2.919 1.052 -0.523
2 C -1.780 1.806 -1.275
3 C -0.690 0.856 -1.754
4 C 0.211 0.300 -0.603
5 N 1.608 0.488 -0.986
6 C 2.542 -0.115 0.004
7 H -3.936 1.347 -0.823
8 H -2.791 1.335 0.536
9 H -2.751 -0.017 -0.492
10 H -2.158 2.326 -2.156
11 H -1.296 2.394 -0.501
12 H -1.139 0.035 -2.287
13 H 0.040 1.206 -2.506
14 H -0.003 0.756 0.388
15 H 0.006 -0.752 -0.445
16 H 1.806 1.478 -0.878
17 H 3.307 0.639 0.267
18 H 2.183 -0.664 0.874
19 H 3.181 -0.842 -0.573
20 H 1.102 -0.773 2.862
21 H 0.825 0.503 3.604
22 O 1.552 -0.086 3.363
23 H -0.543 -2.896 -2.620
24 H -1.826 -2.629 -1.686
25 O -0.908 -2.897 -1.723
26 H 1.392 -1.215 -2.561
27 H 1.210 -2.505 -1.861
28 O 1.462 -2.168 -2.734
29 H 2.085 2.428 2.078
30 H 1.594 3.594 1.376
31 O 2.414 3.083 1.434
32 H -1.357 0.924 3.445
33 H -2.292 0.161 2.622
34 O -1.381 0.483 2.578
35 H -0.136 -3.415 1.977
36 H -0.320 -2.699 0.541
37 O -0.293 -3.519 1.039

These are the natural (NBO) partial charges, in e, on atoms 1 to 4:
1 C -0.62
2 C -0.40
3 C -0.41
4 C -0.23


Record 2
DFT (the ωB97M-V functional and the def2-TZVPD basis) results for a structure of composition C14H35Cl2N2PRuS at a distorted geometry.

Output
**2S+1**: 6
**LUMO level (alpha / beta)**: 2.763 / 2.665 eV
**Total energy**: -65812.718 eV
**<S²>**: 8.77
**HOMO-LUMO gap (alpha / beta)**: 3.3 / 6.7 eV
**Net charge**: -1

Atoms and positions in Å:
1 Ru -0.427 -1.079 1.266
2 Cl -1.583 0.916 0.869
3 Cl 0.233 -3.149 0.492
4 H -1.945 -1.173 1.645
5 H 0.301 -0.073 -1.442
6 P -0.035 0.179 -2.802
7 C 0.318 1.946 -2.876
8 C 1.197 -0.969 -3.457
9 C -1.814 -0.186 -2.668
10 C 1.311 2.416 -1.805
11 H -0.669 2.388 -2.661
12 C 0.727 2.334 -4.295
13 H 1.711 1.926 -4.567
14 H 0.790 3.429 -4.357
15 H 0.005 2.006 -5.058
16 H 0.948 2.172 -0.795
17 H 1.397 3.510 -1.897
18 H 2.307 1.971 -1.954
19 H -2.198 0.730 -2.189
20 C -2.108 -1.355 -1.730
21 C -2.447 -0.252 -4.066
22 H -2.425 0.734 -4.561
23 H -3.500 -0.531 -3.979
24 H -1.970 -0.970 -4.738
25 H -1.649 -1.180 -0.730
26 H -1.742 -2.322 -2.104
27 H -3.184 -1.406 -1.551
28 C 2.525 -0.861 -2.701
29 H 1.329 -0.617 -4.491
30 C 0.681 -2.399 -3.442
31 H 2.972 0.137 -2.734
32 H 3.246 -1.562 -3.134
33 H 2.389 -1.141 -1.649
34 H 0.521 -2.741 -2.412
35 H 1.435 -3.057 -3.890
36 H -0.248 -2.528 -4.013
37 C 0.801 2.465 3.577
38 N 0.478 1.307 4.412
39 C -0.139 1.591 5.694
40 C 0.436 0.098 3.831
41 S 1.221 -0.059 2.272
42 N -0.189 -0.998 4.370
43 C -0.260 -1.230 5.811
44 C -0.313 -2.223 3.606
45 H 0.586 3.351 4.190
46 H 0.165 2.506 2.681
47 H 1.862 2.485 3.288
48 H -1.217 1.365 5.677
49 H 0.368 1.086 6.522
50 H -0.036 2.666 5.845
51 H -0.718 -2.216 5.938
52 H 0.738 -1.241 6.267
53 H -0.926 -0.502 6.298
54 H -0.832 -2.085 2.619
55 H 0.626 -2.758 3.449
56 H -1.051 -2.852 4.128

These are the natural (NBO) partial charges, in e, on atoms 1 to 4:
1 Ru 0.47
2 Cl -0.60
3 Cl -0.64
4 H -0.18


Record 3
DFT (the ωB97M-V functional and the def2-TZVPD basis) results for a cluster of 2 separate species, CH3ClN2O2 in total at a distorted geometry.

Output
**2S+1**: 3
**LUMO level (alpha / beta)**: -0.109 / -2.809 eV
**Total energy**: -20674.565 eV
**<S²>**: 2.01
**HOMO-LUMO gap (alpha / beta)**: 7.7 / 7.6 eV
**Net charge**: 0

Atoms and positions in Å:
1 C -1.429 0.187 -0.020
2 N -0.577 -0.946 0.068
3 N 0.603 -1.027 0.011
4 O 1.417 -1.854 -0.023
5 O 1.611 0.681 0.005
6 Cl 3.238 1.220 0.031
7 H -1.684 0.590 -0.969
8 H -2.324 0.045 0.370
9 H -0.855 1.104 0.527

These are the natural (NBO) partial charges, in e, on atoms 1 to 4:
1 C -0.43
2 N -0.23
3 N 0.43
4 O -0.32